# 1
Formula: C3H9FSi
Source: the Open Molecules 2025 dataset
Level of theory: ωB97M-V with the def2-TZVPD basis set

Summary:
* energy: -13854.805 eV
* ΔE to the lowest compared entry with this formula, charge and spin: 0.0 kcal/mol
* gap between HOMO and LUMO: 11.5 eV
* SMILES string: C[Si](C)(C)F

Element x y z (Å)
C 1.26283 0.50433 -1.11143
Si -0.32804 0.27346 -0.17134
C 0.01342 0.69716 1.63290
C -1.03902 -1.46401 -0.41847
F -1.41630 1.39603 -0.59097
H 1.60607 1.51651 -1.07047
H 2.05854 -0.10710 -0.65514
H 1.09919 0.21469 -2.14352
H 0.22046 1.76202 1.67575
H 0.83842 0.11667 2.04531
H -0.85913 0.47524 2.22796
H -1.30567 -1.55494 -1.46487
H -0.26815 -2.19670 -0.16622
H -1.88263 -1.63337 0.21051

# 2
Formula: C58H50CuNP3S2
Source: the Open Molecules 2025 dataset
Level of theory: ωB97M-V with the def2-TZVPD basis set

Summary:
* energy: -156626.498 eV
* ΔE to the lowest compared entry with this formula, charge and spin: 0.0 kcal/mol
* multiplicity: 2
* gap between HOMO and LUMO (alpha / beta): 7.8 / 6.3 eV

Element x y z (Å)
Cu 0.05060 0.54003 0.06611
C 3.23117 0.28179 -0.74846
N 3.11579 -1.15536 -0.64480
C 2.78778 -1.67266 0.66716
P 0.97416 -1.51382 1.05817
C 0.23880 -3.04433 0.41518
C -0.48929 -2.96754 -0.76533
C -1.00033 -4.11445 -1.35732
C -0.78896 -5.34627 -0.76051
C -0.07812 -5.43095 0.43295
C 0.43074 -4.28565 1.02237
C 0.93408 -1.73514 2.86704
C 1.98322 -2.28076 3.60376
C 1.89622 -2.37535 4.98724
C 0.75972 -1.93007 5.64452
C -0.29301 -1.38908 4.91780
C -0.20561 -1.28813 3.53960
C 3.40391 -2.01100 -1.71578
C 4.10905 -1.56629 -2.83911
C 4.36791 -2.42078 -3.89751
C 3.94502 -3.74081 -3.87327
C 3.24778 -4.18914 -2.76263
C 2.97382 -3.34314 -1.70040
P 1.68942 1.06130 -1.43515
C 1.68894 0.49733 -3.16345
C 2.54963 1.05247 -4.11148
C 2.61070 0.52084 -5.38754
C 1.81748 -0.57005 -5.72508
C 0.95513 -1.11778 -4.79049
C 0.88832 -0.58101 -3.51268
C 2.12159 2.81497 -1.60554
C 1.21350 3.61180 -2.30640
C 1.46058 4.95926 -2.48966
C 2.61338 5.53148 -1.96333
C 3.50541 4.75279 -1.24647
C 3.26080 3.39590 -1.06464
H 4.09675 0.58367 -1.34265
H 3.37052 0.69819 0.25379
H 3.31204 -1.07186 1.42068
H 3.14754 -2.69732 0.76295
H -0.69895 -2.00569 -1.21591
H -1.58418 -4.02393 -2.26440
H -1.19516 -6.24381 -1.20924
H 0.07177 -6.39293 0.90629
H 0.97537 -4.35603 1.95708
H 2.87644 -2.64038 3.10883
H 2.71860 -2.79904 5.54904
H 0.69596 -1.99853 6.72278
H -1.17707 -1.02897 5.42713
H -1.01844 -0.84400 2.97474
H 4.44761 -0.54438 -2.91716
H 4.90689 -2.03770 -4.75499
H 4.14400 -4.40109 -4.70605
H 2.88832 -5.20968 -2.71941
H 2.38179 -3.72138 -0.87946
H 3.17253 1.89989 -3.85037
H 3.27715 0.95532 -6.12142
H 1.86945 -0.98538 -6.72326
H 0.32299 -1.95634 -5.05053
H 0.19047 -0.98981 -2.79767
H 0.31090 3.16780 -2.71221
H 0.74909 5.56648 -3.03338
H 2.80671 6.58725 -2.10269
H 4.39904 5.19669 -0.82692
H 3.97687 2.80560 -0.50702
S -2.62287 -0.51871 -2.69599
P -3.33010 -0.59096 -0.86151
S -2.18409 0.16932 0.63468
C -3.75222 -2.30663 -0.39174
C -3.39666 -2.87643 0.82175
C -3.73337 -4.19562 1.09999
C -4.42779 -4.94794 0.16695
C -4.78986 -4.38006 -1.04980
C -4.45307 -3.06691 -1.32818
C -4.93498 0.26123 -0.72760
C -5.64629 0.18939 0.46885
C -6.85461 0.85092 0.59963
C -7.35911 1.59110 -0.46385
C -6.65403 1.66276 -1.65468
C -5.44216 0.99638 -1.78901
H -2.83913 -2.28932 1.54121
H -3.44231 -4.63438 2.04575
H -4.68612 -5.97713 0.38232
H -5.33192 -4.96443 -1.78232
H -4.71054 -2.62785 -2.28477
H -5.24795 -0.38312 1.29842
H -7.40499 0.79180 1.52968
H -8.30422 2.10891 -0.36108
H -7.04752 2.23537 -2.48486
H -4.88304 1.03537 -2.71545
C 0.82499 3.34527 6.34406
C 1.69320 2.31537 6.01494
C 1.73091 1.83146 4.71686
C 0.91797 2.37600 3.72241
C 0.02962 3.39482 4.07060
C -0.01030 3.87570 5.36861
C 1.00126 1.78205 2.37067
C 0.45449 2.19111 1.23019
C -0.05459 3.47762 0.79922
C -1.27583 3.61554 0.13087
C -1.72042 4.87038 -0.25557
C -0.95102 5.99812 -0.00275
C 0.27836 5.86766 0.63430
C 0.72772 4.62067 1.02376
H 0.78820 3.72463 7.35710
H 2.33574 1.88136 6.77038
H 2.39170 1.00834 4.46608
H -0.64216 3.80132 3.32779
H -0.70562 4.66516 5.62348
H 1.53662 0.83519 2.37427
H -1.87659 2.73493 -0.05975
H -2.67578 4.96455 -0.75597
H -1.30265 6.97529 -0.30862
H 0.89081 6.74085 0.82072
H 1.68804 4.51050 1.51443

# 3
Formula: H4O2
Source: the Open Molecules 2025 dataset
Level of theory: ωB97M-V with the def2-TZVPD basis set

Summary:
* energy: -4159.794 eV
* ΔE to the lowest compared entry with this formula, charge and spin: 3.3 kcal/mol
* gap between HOMO and LUMO: 12.5 eV
* SMILES string: O.O

Element x y z (Å)
O 0.62162 0.98725 1.44889
H 0.90593 1.17664 0.54736
H 1.13909 0.21647 1.70907
O -0.51559 -0.91108 -1.27286
H -0.84194 -0.10808 -0.84920
H -1.30911 -1.36120 -1.58326

# 4
Formula: C20H33BrF4NO8PS
Source: the Open Molecules 2025 dataset
Level of theory: ωB97M-V with the def2-TZVPD basis set

Summary:
* energy: -140163.289 eV
* gap between HOMO and LUMO: 8.3 eV
* SMILES string: C#C[C@]1(CCCCCCCCCCOC)[C@@H](C(F)(F)C(F)F)[C@@H](O)OS(=O)(=O)[C@@H]1P(O)Br.C[N+](=O)[O-]

Element x y z (Å)
C 6.11176 -2.81489 0.46299
C 5.08468 -1.86563 0.19917
C 3.96871 -0.68205 -0.20908
C 2.52790 -1.39935 0.06644
C 1.88000 -2.21871 -1.19038
C 0.23916 -2.48925 -1.01422
C -0.66313 -1.59333 -2.08598
C -1.89308 -0.78801 -1.29975
C -3.39266 -1.33800 -1.70606
C -4.48877 -0.45661 -0.80217
C -5.37357 0.41648 -1.88543
C -6.83384 0.90768 -1.30632
C -6.74362 1.63186 0.17492
O -7.05249 0.55382 1.16908
C -6.10450 0.64783 2.29447
C 4.24828 -0.13064 -1.71765
C 3.23750 1.00204 -2.30502
F 3.13928 0.72255 -3.79020
F 1.83955 0.96605 -1.82694
C 3.72353 2.55877 -2.19654
F 3.71847 3.13930 -0.83613
F 2.71615 3.36256 -2.98638
C 5.86884 0.21627 -1.95289
O 6.09253 0.67701 -3.36561
O 6.40897 1.25682 -1.09489
S 5.98990 1.13626 0.53577
O 7.12978 0.35660 1.30118
O 6.06717 2.60013 1.12412
C 4.26694 0.52363 0.91127
P 4.35533 -0.26792 2.68882
O 2.78437 -0.80049 3.21976
Br 5.06565 1.40288 4.12444
H 6.65322 -3.87601 0.51519
H 1.72849 -0.60460 0.44580
H 2.62862 -2.17851 0.96478
H 1.97528 -1.66290 -2.23848
H 2.38080 -3.27925 -1.27812
H -0.05475 -2.17152 0.07970
H 0.00724 -3.64915 -1.10626
H -0.03225 -0.78438 -2.65450
H -1.17611 -2.26110 -2.92231
H -1.81353 -0.87875 -0.12413
H -1.84477 0.35697 -1.54733
H -3.48078 -2.48878 -1.51131
H -3.58425 -1.10042 -2.84583
H -5.21258 -1.22004 -0.27566
H -3.90503 0.19835 -0.02014
H -5.59314 -0.25209 -2.83539
H -4.76388 1.38911 -2.16060
H -7.34905 1.66797 -2.05617
H -7.55572 -0.04048 -1.28174
H -7.58395 2.46202 0.31355
H -5.67038 2.07591 0.33911
H -5.10671 0.11836 1.95565
H -6.53962 0.12631 3.25366
H -5.83234 1.77396 2.55204
H 4.09220 -1.08027 -2.42963
H 4.75976 2.80450 -2.67819
H 6.54699 -0.76355 -1.87640
H 7.00357 1.13873 -3.32921
H 3.42820 1.33491 0.94925
H 2.86334 -1.80565 3.38081
C -2.66116 1.17150 5.66013
N -3.39282 0.91639 4.39003
O -2.71452 0.74990 3.36963
O -4.62743 0.89020 4.45324
H -1.58813 1.16701 5.45681
H -2.97887 2.14738 6.03303
H -2.92474 0.37432 6.35817

> Which value of energy does entry 3 give?

-4159.794 eV